{"formula": "C4H8N2O2", "method": "the ωB97M-V functional and the def2-TZVPD basis", "elements": ["C", "C", "C", "C", "H", "H", "H", "H", "H", "H", "H", "H", "N", "N", "O", "O"], "coordinates": [[0.7975, 0.9457, -0.6462], [0.6714, 1.1702, 0.8221], [-0.9869, -0.4488, 1.1981], [-1.2232, -1.3161, -0.9603], [1.7823, 1.3947, -0.8608], [0.0558, 1.4075, -1.2923], [0.8148, 2.2583, 0.9810], [1.5002, 0.6029, 1.2567], [-1.6752, -0.7517, 1.9798], [-0.1152, -1.0616, 1.1094], [-1.9896, -1.8392, -1.5254], [1.8242, -0.8195, -1.1921], [-0.0392, -1.3336, -1.4341], [0.9392, -0.5134, -0.8468], [-0.5924, 0.8966, 1.3905], [-1.7637, -0.5921, 0.0203]], "forces_ev_per_angstrom": [[0.93, -1.21, -0.29], [-0.37, 2.00, 0.13], [-0.28, 1.17, 0.20], [0.21, 0.05, -1.57], [-0.33, -0.18, -0.38], [-0.25, -0.04, 0.08], [0.08, -0.53, 0.31], [-0.25, 0.02, 0.48], [0.23, 0.23, 0.36], [0.43, -0.62, 0.29], [0.20, -0.28, 0.11], [0.21, 0.22, -0.42], [-0.08, 0.47, 0.39], [-0.32, -0.51, -0.16], [-0.19, -1.22, 0.14], [-0.23, 0.43, 0.32]], "lowdin_charge": [-0.171, -0.233, -0.198, -0.255, 0.125, 0.129, 0.133, 0.127, 0.140, 0.121, 0.123, 0.102, 0.042, -0.092, -0.076, -0.016], "smiles": "C1=N\\NCCOCO/1", "homo_lumo_gap_ev": 9.2, "homo_ev": -8.286, "largest_force_ev_per_a": 2.03, "de_lowest_ev": 3.5804, "e_lumo_ha": 0.0350, "total_charge": 0, "total_energy_ha": -417.1244}